Entry 1:
This record from OMol25 describes a cluster of 5 separate species, C6H22NO4 in total. The level of theory is ωB97M-V/def2-TZVPD.

The calculation puts the LUMO energy (alpha / beta) at -7.91 / -11.61 eV. The calculated total energy is -596.84500 hartree. Its orbital gap (alpha / beta) is 9.54 / 5.84 eV.

```
! RIJCOSX wB97M-V def2-TZVPD def2/J DEFGRID3
* xyz 2 2
C 0.537 -0.280 0.174
C -0.159 0.124 1.488
C -1.698 0.231 1.384
C -2.467 -1.080 1.026
C -2.009 -2.283 1.726
C -1.677 -2.361 3.080
N 1.210 0.912 -0.397
H 1.276 -1.047 0.386
H -0.208 -0.592 -0.546
H 0.199 1.043 1.945
H 0.025 -0.584 2.310
H -1.968 0.909 0.563
H -2.108 0.762 2.235
H -3.557 -0.928 1.100
H -2.345 -1.241 -0.041
H -1.885 -3.132 1.061
H -1.303 -3.270 3.534
H -1.839 -1.550 3.784
H 1.598 0.755 -1.350
H 1.986 1.252 0.188
H 0.580 1.703 -0.631
H 1.281 -0.999 -3.129
H 0.729 0.211 -3.845
O 1.239 -0.033 -3.061
H 3.654 2.420 2.055
H 3.567 3.034 0.684
O 3.654 2.175 1.121
H -0.392 3.389 -2.349
H -0.050 4.498 -1.457
O 0.132 3.547 -1.542
H -1.207 -2.483 -3.053
H 0.075 -3.147 -3.415
O -0.260 -2.416 -2.870
*
```


Entry 2:
This record from OMol25 describes a structure of composition C6H23BClN5NiO3. The level of theory is ωB97M-V/def2-TZVPD.

The calculation puts the LUMO energy (alpha / beta) at 2.95 / 2.79 eV. The calculated total energy is -2735.16043 hartree. Its orbital gap (alpha / beta) is 5.91 / 8.37 eV.

```
! RIJCOSX wB97M-V def2-TZVPD def2/J DEFGRID3
* xyz -1 4
Ni -0.960 3.821 1.424
B 0.006 3.322 -0.441
H 0.582 3.117 -1.330
H -0.678 2.489 -0.376
H 0.659 3.261 0.416
H -0.470 4.289 -0.399
Cl -1.085 1.519 2.229
C -2.052 -2.231 -1.017
C -0.816 -1.323 -1.369
C -0.173 -1.602 -2.701
O 0.644 -0.454 -3.004
C 1.390 -0.628 -4.180
N -1.279 0.027 -1.075
H -2.292 -2.101 0.039
H -1.853 -3.299 -1.104
H -2.929 -1.870 -1.554
H -0.014 -1.610 -0.689
H -1.063 -1.579 -3.331
H 0.224 -2.611 -2.816
H 0.717 -0.404 -5.007
H 1.830 -1.622 -4.268
H 2.270 0.012 -4.118
H -2.256 0.083 -1.325
H -1.312 0.137 -0.071
C -1.531 -1.654 4.590
O -1.594 -2.557 5.316
N -1.967 -1.663 3.351
N -1.033 -0.447 4.890
H -2.328 -2.541 3.006
H -2.022 -0.761 2.899
H -0.619 -0.207 5.779
H -1.043 0.192 4.108
C 2.582 0.989 -0.059
O 1.675 0.702 -0.881
N 2.324 1.096 1.213
N 3.738 1.397 -0.366
H 2.988 1.168 1.971
H 1.359 0.907 1.444
H 4.571 1.230 0.179
H 3.808 1.409 -1.373
*
```


Entry 3:
This record from OMol25 describes a cluster of 4 separate species, C6H23N2O3 in total. The level of theory is ωB97M-V/def2-TZVPD.

The calculation puts the LUMO energy at -2.58 eV. The calculated total energy is -577.43880 hartree. Its orbital gap is 10.25 eV.

```
! RIJCOSX wB97M-V def2-TZVPD def2/J DEFGRID3
* xyz 1 1
C 3.056 -0.243 -0.995
C 1.697 -0.821 -0.629
C 1.641 -1.199 0.884
C 1.166 -0.035 1.766
C -0.347 0.235 1.615
C -0.589 1.511 0.829
N -2.048 1.610 0.403
N 1.366 -2.047 -1.423
H 3.265 0.651 -0.461
H 3.877 -0.987 -0.814
H 3.181 0.054 -2.068
H 0.921 -0.072 -0.842
H 0.950 -2.089 1.020
H 2.668 -1.520 1.210
H 1.796 0.826 1.548
H 1.393 -0.255 2.854
H -0.856 -0.645 1.153
H -0.812 0.274 2.674
H -0.315 2.404 1.404
H 0.061 1.571 -0.097
H -2.325 0.710 -0.005
H -2.180 2.433 -0.266
H -2.654 1.725 1.216
H 1.461 -1.849 -2.416
H 1.947 -2.773 -1.175
H -0.397 -2.424 -0.799
H -1.393 -3.572 -0.534
O -1.209 -2.662 -0.354
H -2.433 -1.520 -0.309
H -3.905 -1.045 -0.582
O -3.073 -0.776 -0.166
H -2.031 3.875 -2.255
H -1.978 4.771 -1.069
O -1.899 3.883 -1.316
*
```


Entry 4:
This record from OMol25 describes a cluster of 5 separate species, C6H23NO5 in total. The level of theory is ωB97M-V/def2-TZVPD.

The calculation puts the LUMO energy at 0.24 eV. The SMILES is CCC[C@@H](C)NCO.O.O.O.O. The calculated total energy is -673.30125 hartree. Its orbital gap is 9.43 eV.

```
! RIJCOSX wB97M-V def2-TZVPD def2/J DEFGRID3
* xyz 0 1
C -0.762 -1.538 1.132
C 0.598 -0.818 0.982
C 0.303 0.669 1.367
C 1.208 1.796 0.936
C 0.565 3.200 0.939
N 1.166 -0.892 -0.335
C 1.533 -2.194 -0.859
O 0.464 -3.066 -1.181
H -1.402 -1.527 0.223
H -1.369 -1.277 1.983
H -0.601 -2.660 1.216
H 1.272 -1.318 1.730
H -0.711 0.868 0.991
H 0.203 0.630 2.459
H 1.730 1.668 -0.019
H 2.124 1.847 1.531
H 0.298 3.558 -0.055
H -0.339 3.144 1.533
H 1.167 3.950 1.416
H 0.965 -0.217 -1.055
H 1.887 -2.735 0.036
H 2.262 -2.097 -1.702
H -0.138 -2.604 -1.777
H 3.258 -0.568 1.143
H 3.236 -0.743 -0.460
O 3.752 -0.623 0.330
H -0.036 1.325 -3.545
H -0.427 1.548 -2.175
O 0.059 2.014 -2.873
H -3.085 0.703 -1.241
H -3.735 0.998 -2.486
O -3.068 0.369 -2.159
H -4.319 -1.330 -0.092
H -3.862 -1.314 1.391
O -4.193 -0.766 0.676
*
```


Entry 5:
This record from OMol25 describes a cluster of 6 separate species, C6H23NO6 in total. The level of theory is ωB97M-V/def2-TZVPD.

The calculation puts the LUMO energy at 0.27 eV. The SMILES is CC(=O)NCC(C)C.O.O.O.O.O. The calculated total energy is -748.60880 hartree. Its orbital gap is 10.26 eV.

```
! RIJCOSX wB97M-V def2-TZVPD def2/J DEFGRID3
* xyz 0 1
O 1.384 1.651 -1.020
C 0.224 1.357 -1.245
N -0.384 0.181 -0.900
C 0.267 -0.761 -0.022
C -0.034 -2.258 -0.240
C 0.521 -2.964 0.986
C 0.650 -2.806 -1.494
C -0.758 2.328 -1.857
H -1.373 0.171 -1.085
H 1.352 -0.682 0.033
H -0.056 -0.566 1.011
H -1.095 -2.522 -0.333
H 0.146 -2.662 1.970
H 1.608 -2.883 1.069
H 0.320 -4.041 0.939
H 1.682 -3.100 -1.294
H 0.642 -2.049 -2.287
H 0.152 -3.672 -1.931
H -1.809 2.299 -1.588
H -0.859 2.143 -2.938
H -0.373 3.347 -1.807
H 2.028 -0.649 -3.332
H 2.179 0.173 -2.084
O 2.692 -0.147 -2.846
H 0.930 1.563 2.173
H 0.582 1.413 3.739
O 0.680 0.977 2.893
H -1.487 0.470 3.773
H -2.167 -0.701 3.071
O -2.348 0.068 3.620
H -2.563 1.917 0.525
H -3.657 0.781 0.342
O -3.268 1.575 -0.027
H 1.123 3.511 -0.005
H 1.972 3.132 1.242
O 1.100 3.405 0.948
*
```


Entry 6:
This record from OMol25 describes a structure of composition C6H24BClCrO6S. The level of theory is ωB97M-V/def2-TZVPD.

The calculation puts the LUMO energy (alpha / beta) at -3.09 / -7.94 eV. The calculated total energy is -2621.68647 hartree. Its orbital gap (alpha / beta) is 9.16 / 5.21 eV.

```
! RIJCOSX wB97M-V def2-TZVPD def2/J DEFGRID3
* xyz 1 6
Cr 15.114 -28.416 4.463
Cl 16.565 -30.164 3.231
B 13.146 -29.749 4.297
H 13.339 -28.942 4.987
H 12.077 -29.780 4.149
H 13.666 -29.485 3.389
H 13.472 -30.686 4.722
O 17.983 -25.229 5.986
S 18.015 -26.659 5.627
O 16.870 -27.359 4.989
O 19.301 -26.914 4.667
C 19.349 -27.988 3.858
C 20.724 -28.305 3.305
C 18.638 -27.608 7.063
H 18.647 -27.884 3.030
H 18.988 -28.881 4.368
H 20.683 -29.154 2.623
H 21.325 -28.576 4.173
H 21.110 -27.402 2.832
H 19.534 -28.138 6.740
H 17.835 -28.310 7.286
H 18.992 -26.974 7.876
C 14.227 -27.833 1.337
O 14.975 -27.462 2.419
H 13.161 -27.825 1.568
H 14.344 -27.201 0.457
H 14.456 -28.863 1.064
H 15.384 -26.622 2.199
C 14.500 -28.238 7.712
O 15.039 -29.103 6.720
H 14.992 -28.575 8.624
H 14.710 -27.184 7.528
H 13.413 -28.320 7.711
H 15.567 -29.770 7.165
C 12.741 -26.280 5.140
O 14.138 -26.466 4.992
H 12.289 -26.076 4.169
H 12.145 -27.143 5.435
H 12.528 -25.542 5.913
H 14.484 -25.589 4.811
*
```


Entry 7:
This record from OMol25 describes a structure of composition C6H24F2HfN12O6. The level of theory is ωB97M-V/def2-TZVPD.

The calculation puts the LUMO energy (alpha / beta) at -3.60 / -3.56 eV. The calculated total energy is -1599.26810 hartree. Its orbital gap (alpha / beta) is 5.70 / 7.35 eV.

```
! RIJCOSX wB97M-V def2-TZVPD def2/J DEFGRID3
* xyz 1 2
Hf 1.309 1.785 -1.733
F 3.133 0.353 -2.039
F 0.656 -0.077 -0.419
C -2.224 0.998 -1.821
O -1.120 1.417 -2.145
N -3.239 1.320 -2.525
N -2.525 0.331 -0.699
H -4.125 1.041 -2.130
H -3.249 1.766 -3.431
H -1.838 -0.035 -0.056
H -3.428 0.427 -0.256
C 0.576 -1.014 -3.927
O 0.805 -0.005 -3.297
N -0.549 -1.225 -4.572
N 1.434 -1.884 -4.100
H -1.038 -0.413 -4.922
H -0.904 -2.072 -4.992
H 1.106 -2.582 -4.752
H 2.396 -1.673 -3.874
C 3.524 2.175 0.924
O 2.525 2.122 0.239
N 3.644 2.871 1.983
N 4.607 1.460 0.713
H 4.240 2.678 2.776
H 3.011 3.648 2.110
H 4.411 0.544 0.335
H 5.260 1.562 1.476
C -0.218 -1.088 3.010
O -1.207 -0.662 2.409
N -0.248 -1.947 3.983
N 0.906 -0.660 2.623
H 0.684 -2.026 4.362
H -1.085 -2.367 4.362
H 1.718 -1.209 2.865
H 0.913 -0.305 1.677
C -0.999 2.739 0.955
O -0.121 2.588 0.124
N -1.441 1.826 1.773
N -1.827 3.779 1.088
H -0.929 0.978 1.970
H -2.186 2.135 2.381
H -1.947 4.334 0.253
H -2.662 3.589 1.625
C -0.910 -3.911 0.481
O -0.720 -5.041 -0.032
N -0.540 -2.789 0.023
N -1.595 -3.636 1.578
H -0.421 -1.950 0.572
H -0.074 -2.847 -0.871
H -1.620 -2.642 1.752
H -1.868 -4.407 2.172
*
```


Entry 8:
This record from OMol25 describes a cluster of 7 separate species, C6H24FN12O6 in total. The level of theory is ωB97M-V/def2-TZVPD.

The calculation puts the LUMO energy at 2.82 eV. The calculated total energy is -1451.68416 hartree. Its orbital gap is 8.50 eV.

```
! RIJCOSX wB97M-V def2-TZVPD def2/J DEFGRID3
* xyz -1 1
F 0.455 -0.556 -0.533
C 0.500 2.729 -2.128
O 1.188 2.954 -1.133
N -0.408 1.719 -2.178
N 0.626 3.438 -3.280
H -0.630 1.176 -1.352
H -1.005 1.618 -2.978
H 1.270 4.204 -3.210
H 0.139 3.156 -4.106
C 1.738 -2.087 2.860
O 2.085 -1.008 2.416
N 2.139 -2.603 4.062
N 0.852 -2.906 2.223
H 2.902 -2.040 4.412
H 1.990 -3.508 4.456
H 0.415 -2.608 1.366
H 0.775 -3.832 2.597
C -2.531 -0.442 2.539
O -3.253 0.058 1.651
N -3.200 -0.857 3.659
N -1.189 -0.552 2.654
H -2.707 -0.868 4.532
H -4.196 -0.899 3.580
H -0.894 -0.872 3.554
H -0.517 -0.197 1.971
C -0.394 2.786 1.652
O 0.266 1.755 1.483
N 0.059 3.931 2.214
N -1.741 2.715 1.546
H 1.066 3.914 2.267
H -0.566 4.707 2.279
H -2.329 3.529 1.502
H -2.192 1.847 1.295
C -1.874 -2.678 -1.998
O -2.496 -3.490 -2.708
N -2.414 -1.538 -1.508
N -0.586 -2.846 -1.614
H -1.823 -1.015 -0.866
H -3.400 -1.376 -1.573
H -0.226 -3.780 -1.672
H -0.142 -2.069 -1.120
C 3.033 -0.029 -3.192
O 3.590 0.434 -2.199
N 3.594 -0.049 -4.429
N 1.743 -0.456 -3.174
H 4.591 0.053 -4.483
H 3.027 0.061 -5.246
H 1.395 -1.133 -3.830
H 1.274 -0.488 -2.259
*
```


Entry 9:
This record from OMol25 describes a cluster of 6 separate species, C6H24N12O6 in total. The level of theory is ωB97M-V/def2-TZVPD.

The calculation puts the LUMO energy (alpha / beta) at 2.38 / 2.36 eV. The calculated total energy is -1351.58468 hartree. Its orbital gap (alpha / beta) is 2.17 / 9.23 eV.

```
! RIJCOSX wB97M-V def2-TZVPD def2/J DEFGRID3
* xyz -1 2
C -4.591 2.234 -1.308
O -3.768 1.980 -2.222
N -4.342 3.137 -0.381
N -5.685 1.580 -1.034
H -4.899 3.126 0.461
H -3.532 3.708 -0.576
H -6.129 1.992 -0.226
H -5.875 0.628 -1.315
C 2.569 -1.067 -2.994
O 1.846 -0.534 -3.900
N 2.460 -1.019 -1.732
N 3.646 -1.772 -3.173
H 1.731 -0.474 -1.293
H 3.390 -1.091 -1.346
H 3.972 -2.501 -2.553
H 3.805 -2.017 -4.140
C -0.732 0.572 -0.634
O 0.416 0.185 -0.567
N -1.593 0.110 -1.493
N -1.241 1.476 0.117
H -1.347 -0.713 -2.025
H -2.524 0.478 -1.360
H -0.544 1.757 0.791
H -2.179 1.809 -0.054
C 0.077 -4.697 -0.895
O 0.916 -5.505 -1.183
N -1.136 -4.987 -0.527
N 0.162 -3.432 -1.020
H -1.794 -4.238 -0.364
H -1.588 -5.865 -0.741
H 0.913 -3.031 -1.564
H -0.664 -2.991 -0.642
C 2.770 -0.873 2.382
O 3.519 -1.119 3.302
N 1.691 -0.124 2.457
N 2.696 -1.706 1.442
H 1.817 0.610 3.139
H 1.007 -0.228 1.721
H 3.245 -2.535 1.266
H 2.310 -1.244 0.631
C 0.912 3.201 2.611
O 0.477 2.256 1.978
N 0.386 3.648 3.673
N 2.015 3.783 2.383
H 0.859 4.435 4.094
H -0.461 3.213 4.010
H 2.327 4.476 3.048
H 2.691 3.370 1.756
*
```


Entry 10:
This record from OMol25 describes a structure of composition C6H24N12O6. The level of theory is ωB97M-V/def2-TZVPD.

The calculation puts the LUMO energy at -0.50 eV. The calculated total energy is -1351.34958 hartree. Its orbital gap is 6.86 eV.

```
! RIJCOSX wB97M-V def2-TZVPD def2/J DEFGRID3
* xyz 0 1
C -3.171 -0.630 0.927
O -2.094 -0.281 1.487
N -4.096 0.112 0.467
N -3.625 -1.857 1.050
H -3.865 1.094 0.410
H -4.902 -0.371 0.096
H -4.523 -2.097 0.655
H -3.109 -2.587 1.520
C 2.943 -3.478 -0.511
O 4.106 -3.909 -0.654
N 2.201 -3.169 -1.484
N 2.252 -3.247 0.575
H 2.431 -3.503 -2.409
H 1.331 -2.737 -1.207
H 1.614 -2.468 0.505
H 2.793 -3.343 1.423
C 0.386 1.707 2.566
O 0.488 0.472 2.717
N 0.992 2.733 3.248
N -0.352 2.344 1.710
H 1.108 3.697 2.971
H 1.732 2.336 3.809
H -0.336 3.340 1.545
H -0.950 1.745 1.160
C 0.511 -0.974 0.307
O 0.912 -1.881 -0.409
N 0.981 0.252 0.156
N -0.404 -1.233 1.234
H 1.571 0.336 -0.659
H 0.741 0.938 0.858
H -0.843 -2.143 1.222
H -1.059 -0.551 1.590
C 1.595 2.185 -1.301
O 0.606 1.594 -1.595
N 2.777 1.852 -1.686
N 1.571 3.140 -0.499
H 2.979 1.106 -2.335
H 3.573 2.388 -1.371
H 2.413 3.562 -0.136
H 0.625 3.448 -0.326
C -1.920 -0.251 -2.554
O -2.762 -0.877 -3.197
N -1.650 0.992 -2.393
N -1.105 -0.818 -1.731
H -1.026 1.422 -1.726
H -2.097 1.629 -3.038
H -1.009 -1.800 -1.517
H -0.334 -0.219 -1.472
*
```


Entry 11:
This record from OMol25 describes a cluster of 5 separate species, C6H24N2O4 in total. The level of theory is ωB97M-V/def2-TZVPD.

The calculation puts the LUMO energy at 0.58 eV. The SMILES is CCN(CC)CCN.O.O.O.O. The calculated total energy is -653.36406 hartree. Its orbital gap is 9.60 eV.

```
! RIJCOSX wB97M-V def2-TZVPD def2/J DEFGRID3
* xyz 0 1
N -0.341 1.597 2.074
C -1.300 0.581 2.451
C -0.716 -0.862 2.425
N -0.266 -1.407 1.096
C -1.568 -1.700 0.454
C -1.615 -0.824 -0.891
C 0.603 -2.659 1.176
C 1.393 -2.704 -0.156
H -0.504 1.907 1.152
H 0.686 1.407 2.236
H -2.135 0.780 1.873
H -1.541 0.888 3.545
H -1.414 -1.644 2.963
H 0.164 -0.734 3.167
H -2.424 -1.581 1.038
H -1.727 -2.683 0.097
H -1.985 0.191 -0.527
H -0.657 -0.730 -1.248
H -2.132 -1.252 -1.872
H -0.045 -3.514 1.411
H 1.026 -2.595 2.186
H 1.818 -3.764 -0.260
H 0.836 -2.511 -1.003
H 2.318 -2.158 -0.190
H 2.305 0.869 0.325
H 1.226 -0.090 -0.003
O 1.982 0.372 -0.408
H 0.398 1.610 -3.743
H -0.565 1.003 -2.639
O -0.524 1.446 -3.510
H 2.135 1.934 -1.197
H 2.709 1.544 -2.681
O 2.345 2.269 -2.169
H -1.363 3.257 -0.941
H -0.102 2.768 -1.623
O -0.747 2.511 -1.040
*
```


Entry 12:
This record from OMol25 describes a cluster of 7 separate species, C6H24NO9 in total. The level of theory is ωB97M-V/def2-TZVPD.

The calculation puts the LUMO energy at 2.85 eV. The calculated total energy is -974.73192 hartree. Its orbital gap is 7.76 eV.

```
! RIJCOSX wB97M-V def2-TZVPD def2/J DEFGRID3
* xyz -1 1
N 0.416 -1.742 0.398
O -0.504 -2.350 -0.145
O 1.518 -2.241 0.548
O 0.185 -0.674 0.904
C 1.383 -0.759 -2.780
O 1.579 -2.036 -3.352
H 0.314 -0.618 -2.937
H 1.829 -0.758 -1.785
H 1.869 0.057 -3.315
H 0.717 -2.378 -3.601
C -1.962 1.788 -0.727
O -2.148 0.630 0.036
H -1.320 2.520 -0.238
H -1.446 1.462 -1.630
H -2.867 2.332 -0.997
H -1.312 0.319 0.390
C -4.249 -0.919 -1.974
O -3.525 -1.566 -0.938
H -3.725 0.018 -2.164
H -4.292 -1.538 -2.870
H -5.267 -0.570 -1.804
H -2.889 -0.907 -0.648
C 0.530 2.094 2.506
O -0.622 2.822 2.280
H 1.327 2.670 2.976
H 0.445 1.267 3.211
H 1.092 1.684 1.667
H -1.362 2.211 2.252
C 1.927 -2.856 3.644
O 3.192 -3.553 3.467
H 1.823 -1.911 3.109
H 1.138 -3.553 3.364
H 1.670 -2.706 4.692
H 3.515 -3.757 4.348
C 1.670 2.503 -0.992
O 2.539 2.361 -2.115
H 1.485 1.477 -0.673
H 2.056 2.998 -0.101
H 0.784 3.058 -1.303
H 2.489 3.118 -2.703
*
```